Record 1
ORCA calculation (wB97M-V/def2-TZVPD) on one molecule with the formula C26H37N7O3 at a distorted geometry.

* structure (SMILES): COCCn1nnnc1C1(N(Cc2cc3cc(C)ccc3[nH]c2=O)C[C@H]2CCCO2)CCN(C)CC1
* net charge: 0
* gap between HOMO and LUMO: 8.34 eV

Atoms and positions in Å:
C1 1.45 3.92 1.58
O1 0.46 3.68 0.60
C2 -0.70 3.06 1.08
C3 -0.48 1.58 1.48
N1 -1.73 0.91 1.64
N2 -2.52 1.18 2.69
N3 -3.55 0.45 2.59
N4 -3.49 -0.32 1.52
C4 -2.36 -0.05 0.91
C5 -1.85 -0.62 -0.38
N5 -0.43 -0.94 -0.15
C6 0.42 -1.26 -1.29
C7 1.75 -0.57 -1.12
C8 1.88 0.77 -1.25
C9 3.13 1.44 -1.03
C10 3.28 2.82 -1.14
C11 4.50 3.42 -0.90
C12 4.67 4.91 -1.02
C13 5.59 2.62 -0.56
C14 5.47 1.26 -0.45
C15 4.23 0.65 -0.68
N6 4.07 -0.71 -0.56
C16 2.89 -1.40 -0.76
O2 2.87 -2.61 -0.61
C17 -0.11 -1.76 1.00
C18 -0.36 -3.28 0.90
C19 0.72 -4.10 1.61
C20 -0.06 -5.33 2.07
C21 -1.41 -4.70 2.43
O3 -1.60 -3.63 1.52
C22 -2.01 0.48 -1.45
C23 -3.49 0.80 -1.67
N7 -4.16 -0.38 -2.18
C24 -5.51 -0.08 -2.59
C25 -4.13 -1.44 -1.19
C26 -2.70 -1.83 -0.82
H1 1.01 4.42 2.45
H2 1.94 3.00 1.90
H3 2.18 4.58 1.12
H4 -1.42 3.11 0.26
H5 -1.11 3.61 1.94
H6 0.06 1.53 2.43
H7 0.09 1.06 0.71
H8 0.61 -2.33 -1.38
H9 -0.05 -0.92 -2.22
H10 1.03 1.38 -1.53
H11 2.41 3.42 -1.39
H12 5.37 5.15 -1.81
H13 3.72 5.39 -1.24
H14 5.06 5.32 -0.09
H15 6.55 3.09 -0.38
H16 6.32 0.65 -0.18
H17 4.87 -1.27 -0.32
H18 0.96 -1.61 1.19
H19 -0.66 -1.41 1.87
H20 -0.43 -3.59 -0.15
H21 1.55 -4.32 0.95
H22 1.09 -3.56 2.48
H23 0.39 -5.85 2.91
H24 -0.19 -6.03 1.25
H25 -2.25 -5.38 2.34
H26 -1.38 -4.30 3.46
H27 -1.46 1.37 -1.17
H28 -1.63 0.12 -2.40
H29 -3.57 1.60 -2.41
H30 -3.95 1.16 -0.73
H31 -6.14 0.26 -1.76
H32 -5.96 -0.98 -3.01
H33 -5.49 0.69 -3.36
H34 -4.63 -2.31 -1.62
H35 -4.67 -1.15 -0.27
H36 -2.73 -2.56 -0.02
H37 -2.21 -2.27 -1.69

---

Record 2
ORCA calculation (wB97M-V/def2-TZVPD) on a 14-piece molecular cluster, C51H81N3O17 overall at a distorted geometry.

* net charge: 0
* gap between HOMO and LUMO: 8.28 eV

Atoms and positions in Å:
C1 6.29 -3.70 3.65
C2 5.37 -4.14 2.70
C3 4.00 -3.98 2.92
C4 3.52 -3.37 4.04
C5 4.47 -2.93 5.00
C6 5.81 -3.00 4.78
N1 2.03 -3.14 4.10
O1 1.36 -3.37 3.10
O2 1.49 -2.89 5.16
H1 7.35 -3.79 3.45
H2 5.80 -4.65 1.85
H3 3.38 -4.42 2.16
H4 4.10 -2.45 5.89
H5 6.49 -2.64 5.54
C7 3.08 5.92 -2.87
C8 2.34 4.78 -2.41
C9 2.27 4.53 -1.05
C10 2.85 5.39 -0.13
C11 3.65 6.45 -0.62
C12 3.80 6.71 -1.95
N2 2.74 5.19 1.35
O3 1.91 4.41 1.78
O4 3.55 5.69 2.13
H6 3.08 6.12 -3.93
H7 1.81 4.18 -3.13
H8 1.73 3.65 -0.72
H9 4.18 6.96 0.17
H10 4.39 7.55 -2.26
C13 0.84 0.84 2.04
C14 1.25 -0.43 1.62
C15 0.68 -1.08 0.58
C16 -0.25 -0.41 -0.23
C17 -0.56 0.95 0.13
C18 -0.11 1.56 1.29
N3 -0.91 -1.15 -1.34
O5 -1.83 -0.59 -1.96
O6 -0.42 -2.25 -1.63
H11 1.22 1.18 2.99
H12 2.03 -0.98 2.12
H13 0.94 -2.10 0.33
H14 -1.29 1.48 -0.46
H15 -0.33 2.58 1.58
C19 -1.23 -1.51 -7.77
C20 -1.51 -1.32 -6.27
O7 -1.65 -0.23 -5.73
C21 -1.42 -2.58 -5.42
H16 -1.43 -0.58 -8.29
H17 -1.97 -2.24 -8.11
H18 -0.27 -1.94 -8.04
H19 -0.82 -3.40 -5.80
H20 -2.43 -2.99 -5.32
H21 -1.15 -2.32 -4.40
C22 -3.72 5.40 0.60
C23 -2.49 5.17 -0.30
O8 -1.97 4.09 -0.42
C24 -1.83 6.44 -0.79
H22 -3.33 5.84 1.52
H23 -4.24 4.48 0.84
H24 -4.42 6.10 0.13
H25 -1.68 7.10 0.06
H26 -2.50 6.88 -1.52
H27 -0.93 6.16 -1.34
C25 -0.92 2.49 -3.26
C26 -1.65 3.47 -4.08
O9 -1.24 4.60 -4.29
C27 -2.97 3.16 -4.66
H28 -0.35 1.83 -3.92
H29 -1.58 1.86 -2.68
H30 -0.20 3.01 -2.63
H31 -3.36 3.94 -5.31
H32 -3.60 2.77 -3.86
H33 -2.75 2.36 -5.37
C28 -4.50 -0.01 -4.09
C29 -5.82 -0.70 -4.05
O10 -5.95 -1.83 -3.69
C30 -7.06 0.00 -4.48
H34 -4.38 0.55 -5.02
H35 -3.65 -0.69 -4.02
H36 -4.49 0.57 -3.17
H37 -6.77 0.93 -4.98
H38 -7.63 0.19 -3.57
H39 -7.56 -0.56 -5.28
C31 -0.92 5.82 5.42
C32 -0.65 4.73 4.41
O11 0.13 3.80 4.62
C33 -1.55 4.72 3.21
H40 -1.22 5.35 6.36
H41 -1.73 6.50 5.18
H42 -0.03 6.42 5.61
H43 -1.47 5.67 2.68
H44 -2.56 4.48 3.54
H45 -1.19 3.96 2.51
C34 -4.43 -6.08 -3.25
C35 -3.13 -5.29 -3.46
O12 -2.30 -5.48 -4.29
C36 -3.00 -4.05 -2.65
H46 -4.48 -6.54 -2.26
H47 -4.55 -6.90 -3.96
H48 -5.34 -5.49 -3.35
H49 -2.93 -4.36 -1.61
H50 -3.81 -3.34 -2.83
H51 -2.10 -3.47 -2.86
C37 5.06 -0.74 2.09
C38 5.83 0.50 2.54
O13 7.02 0.47 2.53
C39 5.10 1.80 2.83
H52 4.67 -0.63 1.08
H53 4.24 -0.97 2.77
H54 5.72 -1.61 2.10
H55 5.07 1.94 3.91
H56 4.10 1.80 2.40
H57 5.47 2.66 2.28
C40 3.67 -1.50 -1.24
C41 3.65 -3.04 -1.25
O14 3.59 -3.72 -0.23
C42 4.13 -3.66 -2.54
H58 4.70 -1.19 -1.05
H59 3.11 -1.18 -0.36
H60 3.27 -1.01 -2.13
H61 4.05 -2.97 -3.37
H62 3.64 -4.61 -2.76
H63 5.20 -3.86 -2.48
C43 2.92 0.27 7.23
C44 2.33 0.30 5.77
O15 3.07 0.17 4.80
C45 0.87 0.27 5.61
H64 3.56 1.14 7.34
H65 3.58 -0.58 7.38
H66 2.17 0.31 8.02
H67 0.65 -0.40 4.78
H68 0.56 1.29 5.39
H69 0.37 -0.06 6.51
C46 0.81 -5.72 0.14
C47 -0.21 -5.94 1.26
O16 0.02 -6.68 2.18
C48 -1.44 -5.10 1.18
H70 0.39 -5.03 -0.59
H71 1.03 -6.71 -0.25
H72 1.73 -5.30 0.55
H73 -2.03 -5.43 2.04
H74 -1.96 -5.31 0.25
H75 -1.09 -4.07 1.32
C49 -5.97 -1.66 1.48
C50 -5.02 -2.55 0.63
O17 -5.49 -3.44 -0.05
C51 -3.52 -2.40 0.73
H76 -6.79 -1.32 0.85
H77 -5.44 -0.80 1.89
H78 -6.43 -2.25 2.27
H79 -3.26 -1.35 0.90
H80 -3.06 -2.75 -0.19
H81 -3.06 -3.02 1.50

---

Record 3
ORCA calculation (wB97M-V/def2-TZVPD) on one molecule with the formula C4H8O3 at a distorted geometry.

* structure (SMILES): COC(=O)[C@@H](C)O
* net charge: 0
* gap between HOMO and LUMO: 10.97 eV

Atoms and positions in Å:
C1 2.49 -0.07 0.49
O1 1.13 0.36 0.56
C2 0.23 -0.54 0.16
O2 0.49 -1.64 -0.27
C3 -1.21 -0.01 0.34
C4 -1.44 0.97 -0.80
O3 -2.14 -1.03 0.52
H1 2.66 -0.95 1.12
H2 3.08 0.78 0.84
H3 2.76 -0.32 -0.55
H4 -1.26 0.52 1.30
H5 -0.82 1.87 -0.69
H6 -2.65 1.15 -0.74
H7 -1.29 0.52 -1.78
H8 -2.03 -1.60 -0.51